The following is a DFT calculation (ωB97M-V with the def2-TZVPD basis set) of C5H3N3 as an isolated structure.

Each line ends with the Löwdin charge.
Geometry (Å):
1 C 1.791 -0.331 -0.015  -0.080
2 C 1.285 0.892 -0.047  -0.027
3 C -0.181 0.676 -0.016  -0.205
4 C -2.126 -0.059 0.031  -0.154
5 C -0.252 -0.849 -0.053  -0.370
6 H 2.848 -0.547 -0.031  0.107
7 H 1.970 1.825 0.038  0.140
8 H -3.196 -0.048 0.074  0.108
9 N -1.363 1.145 0.017  0.159
10 N -1.602 -1.249 -0.076  0.151
11 N 0.827 -1.456 0.078  0.172

The HOMO energy is -9.63 eV. For the HOMO-LUMO gap, the calculation gives 7.770 eV. The energy relative to the best compared isomer or geometry (same formula, charge and spin) is 201.8 kJ/mol. As for the spin multiplicity: 1. The total charge is 0.